Density functional theory data (ωB97M-V/def2-TZVPD) for 4 unconnected molecules or ions with the total composition C18H31NO6S4.

Cartesian coordinates (Å):
1 O 5.3699 -3.6561 1.7157
2 C 4.8312 -2.6925 0.9592
3 O 4.5912 -2.5909 -0.4905
4 C 3.2820 -1.8739 -0.6396
5 O 2.3483 -2.0552 -1.6127
6 C 3.2200 -0.7937 0.5917
7 C 2.2814 0.5772 0.7792
8 C 1.5905 0.4436 2.2599
9 C 0.1272 1.1648 2.4152
10 C -0.9644 0.7879 1.2522
11 N -1.4807 -0.6338 1.2909
12 C -1.0576 -1.8587 2.0713
13 C -1.9884 -3.1886 1.6745
14 C -3.1135 -2.6556 0.5688
15 C -2.6588 -1.0690 0.4459
16 C 4.2168 -1.3028 1.5889
17 S 4.7764 -0.6307 3.2470
18 H 3.0181 1.5024 0.6682
19 H 1.5343 0.6068 -0.1207
20 H 2.3495 0.9545 3.0267
21 H 1.5955 -0.7041 2.5444
22 H -0.3036 0.8725 3.4632
23 H 0.2828 2.3469 2.3683
24 H -1.9124 1.4864 1.4496
25 H -0.5678 1.0972 0.1881
26 H -0.1946 -1.9081 2.8604
27 H -1.8885 -4.3015 2.0848
28 H -3.9882 -3.2387 0.0432
29 H -3.2585 -0.3434 -0.2757
30 H 5.2188 -1.7356 4.0388
31 C -3.9608 1.3872 -3.3396
32 S -2.2336 1.0892 -2.8912
33 O -2.0509 1.5439 -1.4732
34 C -1.5382 2.3676 -3.9657
35 H -4.5923 0.7159 -2.7530
36 H -4.2310 2.4226 -3.1192
37 H -4.1030 1.1799 -4.4026
38 H -1.9578 3.3427 -3.7070
39 H -1.7592 2.1284 -5.0086
40 H -0.4553 2.3902 -3.8222
41 C -5.2462 -2.3494 -5.9786
42 S -3.5317 -1.7727 -5.9587
43 O -3.5533 -0.3047 -5.6497
44 C -3.2541 -1.9497 -7.7374
45 H -5.6445 -2.2890 -4.9631
46 H -5.8452 -1.7191 -6.6402
47 H -5.2785 -3.3873 -6.3180
48 H -3.9759 -1.3442 -8.2908
49 H -3.3510 -3.0007 -8.0197
50 H -2.2425 -1.6062 -7.9667
51 C 4.9475 1.8239 6.8848
52 S 3.2558 2.4195 6.6473
53 O 2.5164 1.3761 5.8627
54 C 3.6863 3.7547 5.5052
55 H 4.9195 0.9536 7.5446
56 H 5.3809 1.5358 5.9242
57 H 5.5493 2.6090 7.3481
58 H 4.1977 3.3478 4.6296
59 H 4.3292 4.4772 6.0134
60 H 2.7657 4.2507 5.1885

Properties
E_HOMO: -6.97 eV
2S+1: 1
HOMO-LUMO gap: 0.2158 Ha
total charge: 0

---

Density functional theory data (ωB97M-V/def2-TZVPD) for a molecular structure, C30H21Cl2GeN4O2Tl.

Cartesian coordinates (Å):
1 Tl 0.0177 -0.8878 -0.3446
2 Cl 5.9151 -1.2012 4.1842
3 C 4.8250 -0.7171 2.9753
4 C 3.8615 -1.5574 2.5626
5 C 2.9390 -1.1669 1.5177
6 N 2.1014 -1.9273 0.9019
7 C 2.1528 -3.3400 1.0583
8 O 3.1800 -3.9483 1.1857
9 C 0.8367 -4.0494 0.9526
10 C 0.7901 -5.4036 1.2403
11 C -0.4305 -6.0530 1.1474
12 C -1.5465 -5.3271 0.7652
13 C -1.3997 -3.9769 0.4856
14 N -0.2338 -3.3440 0.5811
15 C 2.9760 0.2811 1.0754
16 C 4.0950 1.1022 1.4990
17 C 4.9757 0.6368 2.3955
18 Cl 6.2678 1.6090 2.9203
19 N 2.0339 0.6639 0.3033
20 C 1.9138 1.9557 -0.2444
21 O 1.8713 2.9584 0.4206
22 C 1.7372 1.9420 -1.7327
23 C 1.9635 3.1074 -2.4464
24 C 1.8480 3.0598 -3.8278
25 C 1.5001 1.8602 -4.4255
26 C 1.2733 0.7501 -3.6214
27 N 1.3943 0.7774 -2.2970
28 H 3.8056 -2.5483 2.9814
29 H 1.6974 -5.9168 1.5253
30 H -0.5076 -7.1084 1.3656
31 H -2.5168 -5.7940 0.6809
32 H -2.2493 -3.3812 0.1701
33 H 4.1719 2.1134 1.1312
34 H 2.2360 4.0111 -1.9204
35 H 2.0327 3.9408 -4.4262
36 H 1.4129 1.7745 -5.4989
37 H 0.9920 -0.1989 -4.0615
38 Ge -2.6258 1.4446 -1.2507
39 C -1.7017 2.7852 -0.3332
40 C -1.2660 3.8742 -1.1042
41 C -0.6530 4.9492 -0.4844
42 C -0.4626 4.9339 0.8899
43 C -0.8800 3.8514 1.6606
44 C -1.5017 2.7768 1.0566
45 C -3.6977 0.0467 -0.6039
46 C -4.3638 -0.7372 -1.5556
47 C -5.2395 -1.7260 -1.1382
48 C -5.4531 -1.9290 0.2184
49 C -4.7952 -1.1543 1.1701
50 C -3.9182 -0.1659 0.7654
51 H -2.6050 1.5772 -2.7703
52 H -1.4062 3.8804 -2.1782
53 H -0.3215 5.7950 -1.0689
54 H 0.0181 5.7759 1.3699
55 H -0.7190 3.8548 2.7293
56 H -1.8187 1.9372 1.6581
57 H -4.2038 -0.5741 -2.6148
58 H -5.7629 -2.3287 -1.8665
59 H -6.1505 -2.6911 0.5397
60 H -4.9817 -1.3149 2.2225
61 H -3.4236 0.4422 1.5089

Properties
E_HOMO: -14.23 eV
2S+1: 1
HOMO-LUMO gap: 0.2550 Ha
total charge: +2

---

Density functional theory data (ωB97M-V/def2-TZVPD) for a molecular structure, C12H30Hg2O16.

Cartesian coordinates (Å):
1 Hg -2.3351 -0.3224 -2.5016
2 Hg 0.2125 2.3744 -2.5409
3 C -0.8756 0.8821 -0.4790
4 O 0.3546 1.2314 -0.5588
5 O -1.2793 -0.2666 -0.1107
6 O -1.6809 1.5581 -1.2851
7 C -0.1209 0.1052 -3.9930
8 O -0.4898 -1.0902 -3.7613
9 O 1.0675 0.5794 -3.8884
10 O -1.0703 1.0189 -3.8921
11 C 4.3875 3.0525 1.0744
12 C 3.2140 2.1213 1.1442
13 O 1.9945 2.8684 1.1222
14 O 4.5252 3.5327 -0.2423
15 H 5.2615 2.5164 1.4748
16 H 4.2502 3.8529 1.8144
17 H 3.2804 1.4667 2.0197
18 H 3.1921 1.4681 0.2652
19 H 1.3439 2.3489 0.6402
20 H 5.0548 4.3338 -0.2403
21 C -1.9012 -3.7928 -1.9829
22 C -0.4550 -4.2156 -2.0642
23 O 0.1119 -4.6367 -0.8201
24 O -2.0865 -2.4501 -1.5518
25 H -2.5577 -4.4964 -1.4646
26 H -2.2900 -3.8551 -3.0078
27 H 0.1476 -3.4258 -2.5226
28 H -0.3578 -5.1188 -2.6680
29 H -0.0623 -3.9785 -0.1243
30 H -1.6185 -2.2806 -0.7159
31 C 2.6928 -1.5539 0.0561
32 C 2.5534 -1.5608 -1.4524
33 O 2.8836 -0.2860 -1.9709
34 O 1.5795 -0.9460 0.6949
35 H 3.5696 -0.9230 0.2631
36 H 2.8596 -2.5573 0.4374
37 H 1.5241 -1.8210 -1.7345
38 H 3.2027 -2.3392 -1.8740
39 H 2.3481 -0.0659 -2.7477
40 H 1.3639 -0.1509 0.1809
41 C -1.2224 -2.7275 2.4045
42 C -2.6378 -2.1648 2.4423
43 O -2.7251 -0.7780 2.1945
44 O -0.6503 -2.7308 1.0954
45 H -1.2954 -3.7791 2.6930
46 H -0.5780 -2.2266 3.1309
47 H -3.0224 -2.3436 3.4477
48 H -3.2345 -2.7058 1.6963
49 H -2.2191 -0.5915 1.3913
50 H -0.3990 -1.8176 0.8656
51 C -2.1064 3.3955 1.3954
52 C -2.6242 4.1598 2.5966
53 O -3.0556 5.4481 2.2054
54 O -3.0655 3.3690 0.3713
55 H -1.7946 2.3966 1.7516
56 H -1.1572 3.8575 1.0725
57 H -1.8408 4.2391 3.3496
58 H -3.4408 3.5721 3.0287
59 H -4.0130 5.4764 2.1794
60 H -2.7126 2.7735 -0.3046

Properties
E_HOMO: -9.65 eV
2S+1: 1
HOMO-LUMO gap: 0.2169 Ha
total charge: 0

---

Density functional theory data (ωB97M-V/def2-TZVPD) for 2 unconnected molecules or ions with the total composition C5H16N3.

Cartesian coordinates (Å):
1 C 1.9223 -0.7244 -0.8822
2 C 1.9730 1.0006 0.6286
3 C -1.7728 1.5790 0.2287
4 C -1.6009 -0.3936 -1.2145
5 C -0.5072 -0.4378 0.9153
6 N -0.2106 -1.8367 0.9175
7 N 1.0674 0.2978 -0.3281
8 N -1.6558 0.0684 0.1660
9 H 1.6336 -0.7465 -1.8661
10 H 3.0582 -0.5364 -0.6545
11 H 1.7147 -1.6083 -0.2954
12 H 2.6485 1.4566 0.0462
13 H 1.3360 1.6886 1.0828
14 H 2.5691 0.4473 1.3964
15 H -0.8742 1.9027 -0.0339
16 H -2.4951 1.9884 -0.3719
17 H -1.9208 2.0122 1.1669
18 H -0.6149 -0.7039 -1.4920
19 H -2.2449 -1.1497 -1.4455
20 H -1.7881 0.3749 -2.0279
21 H -0.3474 0.1545 1.7797
22 H 0.3774 -2.1310 1.7070
23 H 0.1542 -2.2603 0.0631
24 H -2.4217 -0.4425 0.5137

Properties
E_HOMO (alpha / beta): -10.15 / -14.16 eV
energy above the lowest of the compared OMol25 structures with the same formula, charge and spin: 1.410 eV
2S+1: 3
HOMO-LUMO gap (alpha / beta): 0.2795 / 0.3387 Ha
total charge: +1
<S²>: 2.01

---

Density functional theory data (ωB97M-V/def2-TZVPD) for C4H5NO2 in the gas phase.

Cartesian coordinates (Å):
1 C 2.0210 0.8615 -0.1261
2 C 1.0627 1.7294 0.4680
3 C -0.0005 -0.1627 0.5649
4 C -1.0658 -1.1021 0.2350
5 N 1.5572 -0.3061 -0.2580
6 O 1.9443 -1.3705 -0.7293
7 O -0.0473 1.0821 0.7940
8 H 2.9635 1.1727 -0.6218
9 H 1.2672 2.7022 0.7958
10 H -0.7858 -2.0813 0.5222
11 H -1.9357 -0.9227 0.8166
12 H -1.2665 -1.1821 -0.7887

Properties
E_HOMO (alpha / beta): -7.52 / -7.52 eV
energy above the lowest of the compared OMol25 structures with the same formula, charge and spin: 5.476 eV
2S+1: 1
HOMO-LUMO gap (alpha / beta): 0.2930 / 0.2931 Ha
structure (SMILES): Cc1occ[n+]1[O-]
total charge: 0

---

Density functional theory data (ωB97M-V/def2-TZVPD) for a molecular structure, C36H32F6N2P3Ti.

Cartesian coordinates (Å):
1 Ti -0.7430 1.1734 -0.0001
2 N -0.9441 0.7616 2.2246
3 C -0.9164 -0.5707 2.7456
4 C -0.4548 -0.8743 4.0173
5 C -0.3874 -2.1998 4.4241
6 C -0.7690 -3.2194 3.5638
7 C -1.2499 -2.9281 2.2995
8 C -1.3510 -1.5972 1.8972
9 P -1.8099 -1.0608 0.2317
10 C -1.7227 -2.5764 -0.7502
11 C -0.4378 -3.0505 -1.0228
12 C -0.2742 -4.3052 -1.5769
13 C -1.3903 -5.0774 -1.8729
14 C -2.6666 -4.5974 -1.6202
15 C -2.8465 -3.3422 -1.0600
16 C -3.5077 -0.4207 0.2222
17 C -4.1619 -0.0496 1.4015
18 C -5.3653 0.6276 1.3345
19 C -5.9021 0.9909 0.1068
20 C -5.2622 0.6220 -1.0721
21 C -4.0774 -0.0852 -1.0165
22 H -1.8846 1.1627 2.3256
23 H -0.3138 1.3571 2.7729
24 H -0.1434 -0.0850 4.6870
25 H -0.0305 -2.4321 5.4152
26 H -0.6742 -4.2461 3.8772
27 H -1.5312 -3.7162 1.6181
28 H 0.4184 -2.4253 -0.7797
29 H 0.7151 -4.6862 -1.7757
30 H -1.2569 -6.0595 -2.3014
31 H -3.5234 -5.2120 -1.8548
32 H -3.8367 -2.9649 -0.8457
33 H -3.7530 -0.3260 2.3658
34 H -5.8793 0.8798 2.2493
35 H -6.8144 1.5657 0.0637
36 H -5.6848 0.9032 -2.0256
37 H -3.5806 -0.3858 -1.9328
38 N -0.6317 0.4515 -2.1067
39 C 0.6757 0.1417 -2.6494
40 C 0.8079 -0.2916 -3.9635
41 C 2.0547 -0.6090 -4.4760
42 C 3.1860 -0.4857 -3.6820
43 C 3.0688 -0.0491 -2.3758
44 C 1.8155 0.2634 -1.8471
45 P 1.6342 0.7750 -0.1034
46 C 2.9553 -0.1269 0.7527
47 C 2.7290 -1.4267 1.1987
48 C 3.7896 -2.1771 1.6726
49 C 5.0653 -1.6292 1.7116
50 C 5.2810 -0.3262 1.2867
51 C 4.2295 0.4394 0.8203
52 C 2.1539 2.5130 -0.0396
53 C 2.5338 3.2322 -1.1747
54 C 2.9472 4.5432 -1.0352
55 C 2.9146 5.1633 0.2084
56 C 2.4955 4.4657 1.3342
57 C 2.1199 3.1447 1.2121
58 H -0.9936 1.2923 -2.5777
59 H -1.2683 -0.3052 -2.3850
60 H -0.0697 -0.3745 -4.5902
61 H 2.1378 -0.9493 -5.4953
62 H 4.1579 -0.7325 -4.0778
63 H 3.9491 0.0634 -1.7593
64 H 1.7220 -1.8334 1.1715
65 H 3.6293 -3.1905 2.0095
66 H 5.8907 -2.2192 2.0802
67 H 6.2761 0.0895 1.3059
68 H 4.3916 1.4560 0.4886
69 H 2.5240 2.7547 -2.1462
70 H 3.2947 5.0874 -1.8998
71 H 3.2020 6.1979 0.3073
72 H 2.4570 4.9675 2.2897
73 H 1.8124 2.5752 2.0833
74 F -2.4600 2.2764 -0.3333
75 P -1.5996 3.7797 -0.2802
76 F -2.2828 4.1966 -1.6269
77 F -0.4462 2.9136 -1.1871
78 F -2.7070 4.3555 0.6623
79 F -0.6052 4.9843 -0.1799
80 F -0.8281 3.0524 1.0589

Properties
E_HOMO (alpha / beta): -14.24 / -14.22 eV
energy above the lowest of the compared OMol25 structures with the same formula, charge and spin: 0.554 eV
2S+1: 2
HOMO-LUMO gap (alpha / beta): 0.2696 / 0.2798 Ha
total charge: +2
<S²>: 0.75

---

Density functional theory data (ωB97M-V/def2-TZVPD) for 2 unconnected molecules or ions with the total composition C11H10ClFN2.

Cartesian coordinates (Å):
1 C 1.5156 -0.5937 -0.4506
2 C 1.1376 -1.6722 0.3223
3 C -0.9073 -1.7049 -0.7084
4 C -0.6699 -0.5694 -1.4607
5 C 0.5429 0.0547 -1.2642
6 C -0.8228 -0.4137 2.6920
7 C -1.9878 -0.1672 1.9835
8 C 0.2638 1.4229 1.6924
9 C 0.2933 0.3736 2.5901
10 C -1.9092 0.9487 1.2307
11 C 1.0693 1.4188 -1.7973
12 N -0.0420 -2.1872 0.1401
13 N -0.8633 1.7382 1.0219
14 F -2.9770 1.3408 0.5327
15 Cl 1.5271 2.5385 1.5412
16 H 2.5342 -0.3619 -0.4730
17 H 1.8758 -2.1375 0.9803
18 H -1.8806 -2.2268 -0.6648
19 H -0.7534 -1.1285 3.3677
20 H -2.9017 -0.7928 2.0953
21 H 1.0921 0.0510 3.2276
22 H -1.3888 -0.1399 -2.1514
23 H 1.1824 2.0191 -0.8796
24 H 2.0846 1.2378 -2.1219
25 H 0.4247 1.7675 -2.6046

Properties
E_HOMO: -9.06 eV
energy above the lowest of the compared OMol25 structures with the same formula, charge and spin: 0.000 eV
2S+1: 1
HOMO-LUMO gap: 0.3459 Ha
structure (SMILES): Fc1cccc(Cl)n1.Cc1ccncc1
total charge: 0

---

Density functional theory data (ωB97M-V/def2-TZVPD) for a molecular structure, C33H23F10GaN6O2SbSe4.

Cartesian coordinates (Å):
1 Ga -1.2298 -0.7948 0.1748
2 C -2.8627 1.9622 0.9926
3 N -2.8946 0.4866 0.9321
4 C -3.1579 -0.0236 2.2980
5 C -2.8919 -1.5093 2.4589
6 N -1.6006 -1.7913 1.8606
7 C -1.0814 -3.0626 2.0269
8 C -1.8070 -4.2576 1.9562
9 F -3.1282 -4.2278 1.7116
10 C -1.2250 -5.5069 2.0856
11 F -1.9788 -6.6090 1.9842
12 C 0.1323 -5.6238 2.2900
13 F 0.7057 -6.8289 2.4032
14 C 0.8894 -4.4712 2.3903
15 F 2.2015 -4.5642 2.6364
16 C 0.2869 -3.2347 2.2855
17 F 1.0558 -2.1557 2.4849
18 C -3.9481 0.1601 -0.0664
19 C -3.9375 -1.2738 -0.5588
20 N -2.5815 -1.5902 -0.9718
21 C -2.3813 -2.6769 -1.7989
22 C -3.1850 -3.8272 -1.8047
23 F -4.2090 -3.9531 -0.9395
24 C -2.9695 -4.9035 -2.6495
25 F -3.7719 -5.9744 -2.5758
26 C -1.9238 -4.8912 -3.5428
27 F -1.7012 -5.9327 -4.3574
28 C -1.1199 -3.7680 -3.5924
29 F -0.1292 -3.7097 -4.4919
30 C -1.3576 -2.6899 -2.7645
31 F -0.6169 -1.6013 -2.9694
32 H -3.8687 2.3368 1.2126
33 H -2.1941 2.3041 1.7762
34 H -2.5211 2.3628 0.0428
35 H -2.4758 0.5122 2.9601
36 H -4.1842 0.2327 2.5891
37 H -2.8785 -1.7129 3.5382
38 H -3.7248 -2.0882 2.0558
39 H -4.9287 0.4368 0.3393
40 H -3.7365 0.7989 -0.9247
41 H -4.3465 -1.9613 0.1824
42 H -4.6232 -1.3033 -1.4141
43 C 2.5694 7.2502 -0.6531
44 O 2.5763 6.0529 -1.3966
45 C 3.3056 5.0117 -0.9264
46 C 3.1352 3.8018 -1.5978
47 C 3.8286 2.6774 -1.2049
48 C 4.7303 2.7492 -0.1374
49 C 4.9301 3.9678 0.4941
50 C 4.2055 5.0967 0.1293
51 N 5.5965 1.6991 0.2808
52 N 5.2800 0.4992 0.2871
53 C 3.9532 0.0239 0.0900
54 C 3.8227 -1.0963 -0.6939
55 C 2.5873 -1.7080 -0.9532
56 C 1.4438 -1.2241 -0.3603
57 O 0.2623 -1.7755 -0.4732
58 C 1.5624 -0.0835 0.4953
59 N 0.4008 0.3150 1.0750
60 C 0.4313 1.3005 1.9361
61 C 1.6235 1.9239 2.3252
62 C 2.8023 1.5362 1.7516
63 C 2.8015 0.5318 0.7612
64 H 1.8014 7.8759 -1.0999
65 H 3.5344 7.7636 -0.7088
66 H 2.3194 7.0662 0.3955
67 H 2.4402 3.7642 -2.4266
68 H 3.6760 1.7512 -1.7421
69 H 5.6623 4.0204 1.2905
70 H 4.3718 6.0296 0.6494
71 H 4.7240 -1.4988 -1.1404
72 H 2.5226 -2.5785 -1.5919
73 H -0.5066 1.5953 2.3829
74 H 1.5976 2.6979 3.0795
75 H 3.7338 1.9804 2.0722
76 Se -3.4199 3.4987 -3.8202
77 Sb -1.1180 3.5468 -2.7537
78 Se 0.6145 3.8315 -4.5668
79 Se -1.0561 5.6825 -1.6810
80 Se -0.8457 1.3489 -1.8134

Properties
E_HOMO (alpha / beta): -5.32 / -5.32 eV
energy above the lowest of the compared OMol25 structures with the same formula, charge and spin: 2.210 eV
2S+1: 1
HOMO-LUMO gap (alpha / beta): 0.1961 / 0.1943 Ha
total charge: -1